[1]
{
  "formula": "C47H33Cl60N4O2S2",
  "method": "ωB97M-V with the def2-TZVPD basis set",
  "species": ["O", "C", "N", "C", "C", "N", "C", "C", "C", "C", "N", "C", "C", "C", "C", "C", "C", "C", "O", "C", "C", "C", "C", "S", "C", "S", "N", "C", "C", "C", "C", "C", "C", "C", "C", "C", "C", "C", "C", "C", "H", "H", "H", "H", "H", "H", "H", "H", "H", "H", "H", "H", "H", "H", "H", "H", "H", "H", "H", "H", "H", "H", "H", "H", "H", "H", "H", "H", "H", "H", "H", "H", "H", "C", "Cl", "Cl", "Cl", "Cl", "C", "Cl", "Cl", "Cl", "Cl", "C", "Cl", "Cl", "Cl", "Cl", "C", "Cl", "Cl", "Cl", "Cl", "C", "Cl", "Cl", "Cl", "Cl", "C", "Cl", "Cl", "Cl", "Cl", "C", "Cl", "Cl", "Cl", "Cl", "C", "Cl", "Cl", "Cl", "Cl", "C", "Cl", "Cl", "Cl", "Cl", "C", "Cl", "Cl", "Cl", "Cl", "C", "Cl", "Cl", "Cl", "Cl", "C", "Cl", "Cl", "Cl", "Cl", "C", "Cl", "Cl", "Cl", "Cl", "C", "Cl", "Cl", "Cl", "Cl", "C", "Cl", "Cl", "Cl", "Cl"],
  "positions_angstrom": [[6.016, -3.634, 2.550], [5.353, -4.258, 1.753], [4.649, -4.845, 0.896], [3.705, -3.907, 0.364], [3.906, -3.298, -0.847], [3.027, -2.391, -1.333], [1.926, -2.072, -0.635], [0.979, -1.029, -1.165], [1.142, 0.285, -0.315], [1.749, 1.452, -1.152], [2.925, 2.125, -0.629], [2.861, 2.509, 0.774], [1.653, 3.317, 1.155], [0.896, 4.112, 0.295], [-0.215, 4.825, 0.755], [-0.548, 4.768, 2.111], [0.208, 4.016, 3.007], [1.283, 3.288, 2.509], [2.059, 2.534, 3.374], [1.645, -2.671, 0.619], [0.411, -2.249, 1.374], [-0.176, -3.250, 2.371], [-1.053, -4.298, 1.682], [-2.382, -3.606, 0.689], [-3.330, -2.557, 1.780], [-3.396, -2.927, 3.367], [-4.009, -1.474, 1.211], [-3.850, -1.429, -0.237], [-2.864, -0.697, -0.897], [-2.775, -0.655, -2.284], [-3.699, -1.357, -3.065], [-4.679, -2.091, -2.403], [-4.767, -2.136, -1.017], [-3.611, -0.176, 1.749], [-4.519, 0.862, 1.543], [-4.279, 2.160, 1.989], [-3.073, 2.412, 2.646], [-2.147, 1.389, 2.833], [-2.408, 0.091, 2.398], [2.542, -3.610, 1.108], [4.785, -3.514, -1.436], [3.171, -1.930, -2.222], [-0.042, -1.400, -1.126], [1.178, -0.828, -2.221], [1.713, 0.014, 0.568], [0.124, 0.577, -0.057], [2.062, 1.022, -2.109], [0.937, 2.132, -1.388], [3.731, 1.537, -0.774], [2.968, 1.664, 1.459], [3.740, 3.132, 0.970], [1.159, 4.152, -0.753], [-0.806, 5.423, 0.020], [-1.397, 5.312, 2.485], [-0.036, 4.001, 4.060], [1.491, 2.023, 3.957], [-0.367, -1.889, 0.711], [0.729, -1.385, 1.969], [0.580, -3.681, 3.026], [-0.829, -2.661, 3.016], [-0.427, -4.896, 1.015], [-1.401, -4.997, 2.443], [-2.135, -0.118, -0.341], [-2.025, -0.060, -2.787], [-3.646, -1.321, -4.142], [-5.410, -2.636, -2.987], [-5.536, -2.697, -0.503], [-5.462, 0.636, 1.019], [-5.012, 2.928, 1.795], [-2.889, 3.419, 2.993], [-1.222, 1.641, 3.332], [-1.672, -0.687, 2.541], [2.386, -4.085, 2.066], [8.147, -4.505, 6.304], [9.807, -4.645, 6.882], [7.032, -5.028, 7.570], [7.793, -2.825, 5.869], [7.943, -5.533, 4.875], [-0.597, 2.987, -7.125], [0.624, 3.574, -5.993], [0.170, 1.969, -8.362], [-1.813, 2.043, -6.250], [-1.387, 4.371, -7.891], [-6.364, 2.331, -2.024], [-6.879, 1.023, -3.097], [-7.778, 3.121, -1.326], [-5.375, 1.649, -0.713], [-5.417, 3.510, -2.946], [10.560, -1.648, 9.861], [9.781, -0.620, 11.068], [11.871, -0.756, 9.083], [11.214, -3.090, 10.648], [9.378, -2.135, 8.640], [3.607, -5.644, 5.340], [1.861, -5.599, 4.987], [4.495, -4.615, 4.187], [3.894, -5.072, 6.976], [4.174, -7.300, 5.165], [13.305, -7.164, 5.787], [11.579, -7.074, 5.414], [14.207, -6.170, 4.638], [13.578, -6.565, 7.427], [13.848, -8.840, 5.672], [-4.264, 6.790, -5.603], [-2.696, 5.989, -5.497], [-4.390, 7.532, -7.203], [-5.546, 5.589, -5.401], [-4.464, 8.064, -4.388], [-2.583, 10.712, -9.761], [-2.455, 11.467, -11.351], [-2.923, 11.945, -8.545], [-3.894, 9.525, -9.778], [-1.063, 9.898, -9.368], [-9.150, -2.402, -1.078], [-8.284, -1.037, -1.795], [-9.080, -2.280, 0.684], [-10.835, -2.368, -1.608], [-8.394, -3.918, -1.594], [-0.492, -1.940, 7.108], [0.425, -1.031, 8.311], [0.596, -3.038, 6.242], [-1.752, -2.879, 7.906], [-1.242, -0.822, 5.962], [0.110, 3.015, -12.300], [1.469, 4.040, -12.771], [0.709, 1.398, -11.890], [-0.696, 3.713, -10.893], [-1.032, 2.895, -13.641], [-11.817, 2.513, -0.586], [-10.664, 3.616, 0.181], [-11.022, 0.974, -0.933], [-13.176, 2.238, 0.506], [-12.403, 3.229, -2.090], [-3.385, 8.082, 0.335], [-4.790, 7.493, 1.238], [-3.778, 8.071, -1.391], [-3.024, 9.744, 0.823], [-1.991, 7.067, 0.731], [2.494, -9.846, 1.973], [4.197, -10.266, 2.186], [1.482, -11.096, 2.695], [2.173, -8.297, 2.767], [2.130, -9.711, 0.248], [3.902, 0.698, -7.703], [3.857, 1.613, -9.210], [3.848, 1.808, -6.333], [2.507, -0.398, -7.644], [5.391, -0.251, -7.630]],
  "mulliken_charge": [-0.507, 0.797, -0.690, -0.107, -0.229, 0.093, -0.490, -1.520, 0.880, -1.742, -0.272, -1.085, 0.367, -0.863, -0.408, -0.036, -0.993, 0.509, -0.644, 0.989, 1.144, -0.091, -1.035, -0.174, 0.095, -0.085, 0.163, -0.566, 0.261, -0.896, -0.738, -0.769, -0.175, -0.283, -0.930, -0.903, -0.509, -1.532, 0.347, -0.444, 0.486, 0.336, -0.066, 0.913, 0.329, -0.050, 0.768, 0.299, 0.286, 0.399, 0.495, 0.729, 0.564, 0.399, 0.460, 0.326, -1.193, 0.465, 0.142, 0.045, 0.459, 0.680, 0.712, 0.667, 0.497, 0.439, 0.649, 1.353, 0.553, 0.445, 0.520, 0.682, 0.461, 0.309, -0.002, -0.052, -0.105, -0.129, 0.298, -0.080, -0.034, -0.055, -0.089, 0.116, -0.162, -0.036, 0.084, -0.002, 0.296, -0.101, -0.096, -0.102, -0.018, 0.310, -0.136, -0.050, -0.071, -0.064, 0.309, -0.039, -0.094, -0.093, -0.098, 0.243, -0.046, -0.029, -0.084, -0.084, 0.368, -0.094, -0.097, -0.085, -0.098, 0.206, 0.090, -0.084, -0.098, -0.115, 0.149, -0.099, 0.009, -0.085, -0.011, 0.314, -0.100, -0.106, -0.023, -0.095, 0.270, -0.103, 0.012, -0.099, -0.093, 0.252, -0.110, -0.020, -0.103, -0.120, 0.261, -0.101, -0.085, 0.029, -0.112, 0.314, -0.060, -0.071, -0.102, -0.100],
  "largest_force_ev_per_a": 5.263,
  "e_lumo_ev": -3.98,
  "e_tot_ev": -832332.6493,
  "total_charge": 1
}

[2]
{
  "formula": "C47H35NO8S",
  "method": "ωB97M-V with the def2-TZVPD basis set",
  "species": ["O", "C", "C", "C", "C", "C", "C", "C", "C", "O", "C", "C", "C", "C", "C", "C", "H", "H", "H", "H", "H", "H", "H", "H", "O", "C", "C", "C", "C", "C", "C", "C", "C", "O", "C", "C", "C", "C", "C", "C", "H", "H", "H", "H", "H", "H", "H", "H", "O", "C", "C", "C", "C", "C", "C", "C", "C", "O", "C", "C", "C", "C", "C", "C", "H", "H", "H", "H", "H", "H", "H", "H", "C", "C", "C", "N", "C", "S", "O", "C", "O", "H", "H", "H", "H", "H", "H", "H", "H", "H", "H", "H"],
  "positions_angstrom": [[2.814, -0.807, 3.267], [2.609, -1.998, 3.388], [2.237, -2.839, 2.216], [2.159, -2.252, 0.959], [1.846, -3.019, -0.151], [1.607, -4.382, -0.006], [1.670, -4.973, 1.245], [1.984, -4.205, 2.360], [2.038, -4.860, 3.696], [1.771, -6.036, 3.831], [2.440, -4.025, 4.864], [2.539, -4.622, 6.115], [2.936, -3.872, 7.209], [3.239, -2.523, 7.058], [3.133, -1.922, 5.815], [2.730, -2.668, 4.715], [2.351, -1.191, 0.863], [1.792, -2.557, -1.128], [1.369, -4.983, -0.874], [1.482, -6.030, 1.370], [2.305, -5.672, 6.218], [3.015, -4.338, 8.182], [3.559, -1.941, 7.913], [3.366, -0.874, 5.686], [-2.022, 4.188, 3.127], [-2.051, 4.301, 4.334], [-0.899, 3.860, 5.169], [0.220, 3.326, 4.541], [1.312, 2.929, 5.294], [1.290, 3.067, 6.678], [0.173, 3.587, 7.310], [-0.928, 3.980, 6.559], [-2.129, 4.516, 7.259], [-2.174, 4.578, 8.469], [-3.275, 4.974, 6.421], [-4.396, 5.507, 7.047], [-5.462, 5.958, 6.288], [-5.415, 5.880, 4.900], [-4.304, 5.343, 4.271], [-3.233, 4.885, 5.029], [0.225, 3.227, 3.464], [2.181, 2.512, 4.801], [2.147, 2.765, 7.265], [0.143, 3.691, 8.386], [-4.420, 5.565, 8.127], [-6.333, 6.374, 6.776], [-6.247, 6.239, 4.309], [-4.257, 5.273, 3.193], [1.562, -0.569, -7.552], [0.702, -1.342, -7.918], [-0.223, -1.988, -6.944], [-0.109, -1.670, -5.597], [-0.970, -2.239, -4.674], [-1.953, -3.126, -5.101], [-2.067, -3.456, -6.441], [-1.201, -2.891, -7.368], [-1.329, -3.268, -8.804], [-2.147, -4.087, -9.168], [-0.421, -2.603, -9.782], [-0.542, -2.910, -11.131], [0.277, -2.289, -12.058], [1.221, -1.356, -11.642], [1.353, -1.053, -10.297], [0.535, -1.676, -9.362], [0.656, -0.975, -5.283], [-0.878, -1.989, -3.627], [-2.634, -3.564, -4.381], [-2.825, -4.149, -6.780], [-1.282, -3.635, -11.443], [0.180, -2.528, -13.109], [1.856, -0.867, -12.369], [2.085, -0.333, -9.960], [-1.135, 1.614, 0.840], [-1.281, 0.879, -0.511], [-1.334, 1.833, -1.714], [-0.208, 2.760, -1.846], [1.092, 2.164, -1.837], [2.292, 3.503, -2.155], [1.095, 1.171, -2.868], [1.714, 0.022, -2.533], [1.179, -1.044, -2.631], [-1.425, 2.669, 0.776], [-0.099, 1.575, 1.206], [-1.776, 1.152, 1.601], [-0.461, 0.159, -0.628], [-2.219, 0.307, -0.515], [-2.247, 2.440, -1.641], [-1.415, 1.246, -2.638], [-0.255, 3.507, -1.165], [1.371, 1.700, -0.877], [3.370, 2.838, -1.712], [2.756, 0.134, -2.191]],
  "mulliken_charge": [-0.681, 0.535, 0.121, -0.619, -0.191, -0.781, -0.579, 0.258, 0.626, -0.662, 0.243, -0.604, -0.470, -0.524, -0.563, 0.207, 0.591, 0.378, 0.441, 0.478, 0.478, 0.404, 0.403, 0.494, -0.661, 0.506, 0.201, -0.496, -0.546, -0.507, -0.676, 0.357, 0.557, -0.665, 0.190, -0.606, -0.465, -0.508, -0.512, 0.213, 0.491, 0.460, 0.422, 0.479, 0.473, 0.403, 0.403, 0.476, -0.662, 0.502, -0.004, -0.462, -0.289, -0.716, -0.561, 0.222, 0.623, -0.666, 0.158, -0.559, -0.475, -0.485, -0.524, 0.161, 0.577, 0.490, 0.405, 0.477, 0.473, 0.399, 0.395, 0.472, -1.197, 0.200, -1.001, -0.378, -0.232, -0.199, -0.153, 0.043, -0.281, 0.249, 0.245, 0.445, -0.153, 0.443, 0.461, 0.390, 0.294, 0.324, 0.112, 0.461],
  "largest_force_ev_per_a": 0.557,
  "smiles": "O=C1c2ccccc2C(=O)c2ccccc21.O=C1c2ccccc2C(=O)c2ccccc21.O=C1c2ccccc2C(=O)c2ccccc21.CCCN[C@H](S)OC=O",
  "e_lumo_ev": -1.06,
  "e_tot_ev": -78013.5371
}